i.
The following is a quantum chemistry calculation of the molecule C19H19ClN2O4, from the Open Molecules 2025 dataset.

Computed properties:
HOMO-LUMO gap = 0.292 Ha
SMILES = O=C(NC[C@H]1CCCO1)/C(=C\c1ccco1)NC(=O)c1ccc(Cl)cc1
HOMO = -7.8 eV

```
! RIJCOSX wB97M-V def2-TZVPD def2/J DEFGRID3
* xyz 0 1
O -0.701 -2.416 0.522
C -0.240 -1.315 0.308
N 1.044 -0.973 0.547
H 1.395 -0.071 0.260
C 2.052 -1.915 0.971
H 1.574 -2.889 1.081
H 2.462 -1.595 1.935
C 3.193 -1.985 -0.051
H 3.973 -2.652 0.345
C 2.730 -2.446 -1.448
H 3.360 -3.260 -1.805
C 2.905 -1.201 -2.320
H 1.987 -0.613 -2.335
C 3.999 -0.448 -1.566
H 4.991 -0.846 -1.826
O 3.729 -0.673 -0.198
H 3.993 0.630 -1.732
H 3.190 -1.434 -3.343
H 1.698 -2.786 -1.423
C -1.075 -0.130 -0.122
C -1.500 0.075 -1.380
C -1.202 -0.772 -2.496
C -1.660 -0.690 -3.791
C -1.080 -1.770 -4.489
C -0.309 -2.431 -3.581
O -0.372 -1.836 -2.378
H 0.309 -3.302 -3.666
H -1.216 -2.021 -5.520
H -2.329 0.050 -4.180
H -2.116 0.932 -1.603
N -1.374 0.701 0.959
C -1.987 1.924 0.940
O -2.281 2.522 -0.074
C -2.234 2.493 2.298
C -2.516 1.708 3.413
C -2.765 2.298 4.638
C -2.729 3.680 4.753
C -2.466 4.478 3.649
C -2.230 3.880 2.427
H -2.037 4.479 1.550
H -2.454 5.552 3.749
Cl -3.027 4.413 6.286
H -2.992 1.692 5.501
H -2.583 0.632 3.332
H -1.109 0.334 1.862
*
```

ii.
The following is a quantum chemistry calculation of the molecule C19H19ClN2O4, from the Open Molecules 2025 dataset.

Computed properties:
HOMO-LUMO gap = 0.310 Ha
SMILES = COc1ccc(NC(=O)[C@@H]2CC(=O)N(c3ccccc3Cl)C2)c(OC)c1
HOMO = -7.8 eV

```
! RIJCOSX wB97M-V def2-TZVPD def2/J DEFGRID3
* xyz 0 1
C -6.011 2.213 0.452
H -6.941 1.967 0.961
O -5.167 1.105 0.646
C -3.916 1.142 0.102
C -3.394 2.194 -0.634
C -2.102 2.113 -1.135
C -1.327 0.992 -0.911
C -1.857 -0.082 -0.165
C -3.139 0.002 0.334
H -3.581 -0.793 0.911
O -1.012 -1.145 0.005
C -1.449 -2.244 0.765
H -1.676 -1.952 1.795
H -2.329 -2.715 0.317
H -0.618 -2.948 0.760
N -0.013 0.832 -1.362
C 0.801 1.719 -1.975
O 0.484 2.830 -2.344
C 2.233 1.191 -2.143
H 2.777 1.939 -2.721
C 2.291 -0.200 -2.779
C 2.356 -1.166 -1.605
O 2.187 -2.361 -1.642
N 2.617 -0.432 -0.484
C 2.771 -1.010 0.790
C 3.618 -2.105 0.940
C 3.772 -2.724 2.166
C 3.086 -2.248 3.270
C 2.234 -1.167 3.139
C 2.066 -0.557 1.906
Cl 0.930 0.750 1.795
H 1.683 -0.796 3.989
H 3.204 -2.721 4.233
H 4.430 -3.573 2.258
H 4.144 -2.472 0.073
C 2.880 0.967 -0.767
H 2.462 1.618 0.001
H 3.964 1.136 -0.810
H 1.438 -0.426 -3.417
H 3.197 -0.328 -3.375
H 0.367 -0.064 -1.086
H -1.688 2.930 -1.702
H -3.970 3.083 -0.828
H -6.214 2.383 -0.610
H -5.588 3.123 0.890
*
```

Looking at the structures above, which would you pick as the most stable? I would pick ii.